{"formula": "F4H2N4P2S2", "method": "the ωB97M-V functional and the def2-TZVPD basis", "total_charge": 0, "e_tot_ev": -57110.8903, "multiplicity": 3, "species": ["N", "N", "N", "N", "F", "F", "F", "F", "P", "P", "S", "S", "H", "H"], "positions_angstrom": [[1.154, 0.655, -1.108], [-0.121, -1.222, 0.409], [1.232, 0.730, 1.303], [-1.539, 0.563, -1.103], [2.671, -1.008, 0.799], [1.726, -1.735, -0.956], [-2.463, -0.331, 1.366], [-2.483, -1.710, -0.513], [1.317, -0.529, 0.032], [-1.478, -0.592, 0.079], [0.032, 1.840, 1.214], [-0.015, 1.585, -0.968], [2.132, 1.230, 1.366], [-2.164, 0.525, -1.920]], "mulliken_spin": [0.115, 0.005, 0.211, 0.036, 0.004, 0.003, 0.003, -0.001, 0.007, 0.033, 1.119, 0.442, 0.018, 0.004]}